## i
Molecular formula: C4H6FNOS
Method: DFT, wB97M-V/def2-TZVPD

Cartesian coordinates (Å):
1 O -0.420 -0.331 1.714
2 C -0.121 -0.212 0.347
3 C -0.866 -1.244 -0.502
4 F -2.233 -0.948 -0.418
5 C -0.120 1.284 -0.122
6 N 1.311 1.169 -0.342
7 C 1.392 -0.135 -0.010
8 S 2.652 -1.145 0.067
9 H -1.371 -0.206 1.747
10 H -0.501 -1.257 -1.554
11 H -0.665 -2.258 -0.106
12 H -0.710 1.506 -1.032
13 H -0.382 1.913 0.757
14 H 2.034 1.865 -0.545

Its SMILES is O[C@@]1(CF)CNC1=S. Its HOMO energy is -8.630 eV.

## ii
Molecular formula: C4H6FNOS
Method: DFT, wB97M-V/def2-TZVPD

Cartesian coordinates (Å):
1 O -0.592 -0.946 1.852
2 C -0.504 -1.617 0.768
3 N -0.294 -0.825 -0.284
4 S -0.815 -1.557 -1.785
5 C -0.279 0.641 -0.173
6 C 1.116 1.250 -0.583
7 C 0.751 0.968 0.838
8 F 0.806 1.933 1.781
9 H -0.841 -2.680 0.457
10 H -2.131 -1.407 -1.867
11 H -1.365 0.998 -0.382
12 H 1.802 0.774 -1.244
13 H 1.156 2.428 -0.692
14 H 1.189 0.039 1.313

Its SMILES is O=CN(S)[C@@H]1C[C@H]1F. Its HOMO energy is -9.846 eV.

## iii
Molecular formula: C4H6FNOS
Method: DFT, wB97M-V/def2-TZVPD

Cartesian coordinates (Å):
1 C -2.039 -0.740 0.781
2 C -1.358 -0.426 -0.645
3 F -2.278 0.322 -1.181
4 C -0.153 0.564 -0.351
5 N 0.987 -0.034 -0.263
6 O 1.815 0.934 0.266
7 C 3.130 0.651 -0.054
8 S 3.914 -0.711 -0.496
9 H -1.766 0.261 1.561
10 H -3.236 -0.855 0.467
11 H -1.507 -1.919 1.105
12 H -0.943 -1.320 -1.151
13 H -0.240 1.560 -0.040
14 H 3.674 1.713 0.000

Its SMILES is C[C@@H](F)/C=N/OC=S. Its HOMO energy is -8.981 eV.

Decreasing stability: i, ii, iii

## i
Molecular formula: C3H4NO5P
Method: DFT, wB97M-V/def2-TZVPD

Cartesian coordinates (Å):
1 C -1.104 0.432 -0.047
2 C 0.112 0.200 -0.564
3 C 1.505 0.440 0.302
4 N 2.125 1.654 0.058
5 O 2.972 2.229 0.776
6 O 1.686 2.326 -0.942
7 P 2.397 -1.419 -0.098
8 O 2.260 -1.673 -1.580
9 O 3.787 -1.244 0.426
10 O 1.441 -2.198 0.742
11 H -1.939 0.060 -0.668
12 H -1.091 0.670 1.045
13 H 0.087 -0.064 -1.584
14 H 1.309 0.326 1.305

Its SMILES is C=C[C@H]([N+](=O)[O-])P(=O)([O-])[O-]. Its charge is -2. Its HOMO energy is -0.139 eV.

## ii
Molecular formula: C3H4NO5P
Method: DFT, wB97M-V/def2-TZVPD

Cartesian coordinates (Å):
1 C 2.092 -0.334 0.170
2 C 0.947 0.081 -0.409
3 C -0.235 0.487 0.394
4 N -1.006 1.588 -0.079
5 O -1.912 2.008 0.628
6 O -0.600 2.159 -1.139
7 P -1.203 -1.184 -0.078
8 O -0.232 -2.314 0.185
9 O -2.330 -1.071 0.897
10 O -1.532 -0.956 -1.539
11 H 3.077 -0.595 -0.369
12 H 2.296 -0.436 1.353
13 H 0.885 0.051 -1.513
14 H -0.246 0.517 1.500

Its SMILES is C=C[C@@H]([N+](=O)[O-])P(=O)([O-])[O-]. Its charge is -2. Its HOMO energy is 0.184 eV.

Decreasing stability: ii, i